[1]
Below is a single C2H6N2O molecule at a distorted geometry, with properties calculated with the ωB97M-V functional and the def2-TZVPD basis.

For the total energy, the calculation gives -264.4650 Eh. As for the relative energy (zero: lowest compared OMol25 entry of this formula, charge and spin): 76.72 kcal per mole. As for the HOMO energy: -0.3416 Eh. As for the HOMO-LUMO gap: 10.24 eV. The lowest unoccupied orbital energy is 0.95 eV. The value obtained for the strongest force on any atom is 1.6 eV/A. Its net charge is 0.

```
11
C2H6N2O, DFT the ωB97M-V functional and the def2-TZVPD basis
O 0.983 -0.448 -0.551
N 0.134 -0.779 0.562
N -1.564 0.503 -0.303
C -1.166 -0.376 0.529
C 1.414 0.936 -0.336
H 0.597 1.665 -0.249
H 2.132 1.243 -1.131
H 0.281 -1.741 0.886
H 1.880 0.983 0.604
H -2.497 0.787 -0.052
H -1.737 -0.786 1.380
```

---

[2]
Below is a single C2H6N2O molecule at a distorted geometry, with properties calculated with the ωB97M-V functional and the def2-TZVPD basis.

For the total energy, the calculation gives -264.4886 Eh. As for the relative energy (zero: lowest compared OMol25 entry of this formula, charge and spin): 61.92 kcal per mole. As for the HOMO energy: -0.3635 Eh. As for the HOMO-LUMO gap: 10.71 eV. The lowest unoccupied orbital energy is 0.82 eV. The value obtained for the strongest force on any atom is 3.3 eV/A. Its net charge is 0.

```
11
C2H6N2O, DFT the ωB97M-V functional and the def2-TZVPD basis
O 2.782 0.468 -0.651
N -0.637 -0.295 -0.412
N 0.477 0.484 -0.634
C 1.693 -0.088 -0.745
C -1.163 -0.256 0.960
H -0.709 -1.173 1.590
H 0.310 1.465 -0.461
H -0.793 0.806 1.501
H -1.271 0.093 -1.044
H -2.349 -0.297 0.775
H 1.659 -1.206 -0.879
```

---

[3]
Below is a single C2H6N2O molecule at a distorted geometry, with properties calculated with the ωB97M-V functional and the def2-TZVPD basis.

For the total energy, the calculation gives -264.4714 Eh. As for the relative energy (zero: lowest compared OMol25 entry of this formula, charge and spin): 72.73 kcal per mole. As for the HOMO energy: -0.3384 Eh. As for the HOMO-LUMO gap: 10.07 eV. The lowest unoccupied orbital energy is 0.87 eV. The value obtained for the strongest force on any atom is 4.7 eV/A. Its net charge is 0.

```
11
C2H6N2O, DFT the ωB97M-V functional and the def2-TZVPD basis
O 0.986 1.409 1.403
N -0.328 -1.402 -0.512
N -0.998 -0.757 -1.558
C 0.159 0.933 0.316
C 0.155 -0.586 0.420
H -1.055 -1.471 -2.451
H -0.350 0.038 -1.900
H 0.684 -1.099 1.191
H 0.574 1.491 -0.545
H 0.510 1.410 2.232
H -0.850 1.384 0.321
```

---

[4]
Below is a single C2H6N2O molecule at a distorted geometry, with properties calculated with the ωB97M-V functional and the def2-TZVPD basis.

For the total energy, the calculation gives -264.4184 Eh. As for the relative energy (zero: lowest compared OMol25 entry of this formula, charge and spin): 106.01 kcal per mole. As for the HOMO energy: -0.3368 Eh. As for the HOMO-LUMO gap: 9.86 eV. The lowest unoccupied orbital energy is 0.69 eV. The value obtained for the strongest force on any atom is 6.0 eV/A. Its net charge is 0.

```
11
C2H6N2O, DFT the ωB97M-V functional and the def2-TZVPD basis
O 0.146 -0.272 1.827
N 0.345 0.525 0.783
N -0.098 -1.352 -0.630
C -0.357 1.051 -1.396
C 0.139 -0.132 -0.490
H 0.486 0.816 -2.164
H -0.013 2.142 -0.892
H -1.456 0.829 -1.778
H -0.100 -1.616 -1.714
H -0.386 1.295 0.870
H -0.122 -1.022 1.302
```

---

[5]
Below is a 2-piece molecular cluster, C2H6N2O overall at a distorted geometry, with properties calculated with the ωB97M-V functional and the def2-TZVPD basis.

For the total energy, the calculation gives -264.1678 Eh. As for the relative energy (zero: lowest compared OMol25 entry of this formula, charge and spin): 44.71 kcal per mole. As for the HOMO energy (alpha / beta): -0.5014 / -0.5014 Eh. As for the HOMO-LUMO gap (alpha / beta): 8.86 / 4.17 eV. The lowest unoccupied orbital energy (alpha / beta) is -4.78 / -9.47 eV. Its spin multiplicity is 2. The value obtained for the strongest force on any atom is 4.1 eV/A. Its net charge is +1.

```
11
C2H6N2O, DFT the ωB97M-V functional and the def2-TZVPD basis
O 0.887 2.085 1.010
N 0.090 -1.490 -1.351
N -1.495 0.155 -0.999
C 1.670 1.320 1.545
C -0.972 -1.099 -0.739
H -0.932 0.718 -1.625
H 1.422 0.815 2.516
H -1.535 -1.682 0.031
H -1.958 0.651 -0.232
H 0.185 -2.559 -1.245
H 2.638 1.086 1.091
```

---

[6]
Below is a 2-piece molecular cluster, C2H6N2O2 overall at a distorted geometry, with properties calculated with the ωB97M-V functional and the def2-TZVPD basis.

For the total energy, the calculation gives -339.7842 Eh. As for the relative energy (zero: lowest compared OMol25 entry of this formula, charge and spin): 30.40 kcal per mole. As for the HOMO energy: -0.3693 Eh. As for the HOMO-LUMO gap: 10.76 eV. The lowest unoccupied orbital energy is 0.71 eV. The value obtained for the strongest force on any atom is 5.7 eV/A. Its net charge is 0.

```
12
C2H6N2O2, DFT the ωB97M-V functional and the def2-TZVPD basis
O 0.305 2.165 -3.000
O 0.489 -2.017 1.765
N -1.034 -0.591 2.342
N -0.198 0.554 -1.528
C 0.659 1.181 -2.514
C 0.060 -1.329 2.627
H -1.592 -0.668 1.544
H 0.302 -1.183 3.710
H -0.942 1.099 -1.254
H 1.667 0.835 -2.621
H 0.131 -0.055 -0.809
H -1.598 -0.065 2.934
```

---

[7]
Below is a 2-piece molecular cluster, C2H6N2O2 overall at a distorted geometry, with properties calculated with the ωB97M-V functional and the def2-TZVPD basis.

For the total energy, the calculation gives -339.6915 Eh. As for the relative energy (zero: lowest compared OMol25 entry of this formula, charge and spin): 88.55 kcal per mole. As for the HOMO energy: -0.2978 Eh. As for the HOMO-LUMO gap: 8.78 eV. The lowest unoccupied orbital energy is 0.67 eV. The value obtained for the strongest force on any atom is 4.5 eV/A. Its net charge is 0.

```
12
C2H6N2O2, DFT the ωB97M-V functional and the def2-TZVPD basis
O -1.751 -0.063 -1.688
O 0.566 0.916 1.109
N 0.198 -2.220 0.403
N -0.806 -1.579 -0.234
C -0.741 -0.748 -1.199
C 0.403 2.099 1.011
H 1.015 -1.906 -0.053
H -2.605 -0.544 -1.417
H -0.199 2.800 1.667
H 0.847 2.549 0.131
H -0.003 -2.025 1.353
H 0.141 -0.240 -1.468
```

---

[8]
Below is C2H6N2O2 as an isolated structure at a distorted geometry, with properties calculated with the ωB97M-V functional and the def2-TZVPD basis.

For the total energy, the calculation gives -339.5812 Eh. As for the relative energy (zero: lowest compared OMol25 entry of this formula, charge and spin): 157.77 kcal per mole. As for the HOMO energy: -0.3718 Eh. As for the HOMO-LUMO gap: 10.80 eV. The lowest unoccupied orbital energy is 0.68 eV. The value obtained for the strongest force on any atom is 5.9 eV/A. Its net charge is 0.

```
12
C2H6N2O2, DFT the ωB97M-V functional and the def2-TZVPD basis
O 1.515 0.825 -1.298
O 0.197 -1.774 0.220
N 0.383 -1.114 -1.108
N 0.425 0.329 0.865
C -1.261 0.690 0.456
C 0.865 0.090 -0.589
H -1.785 1.439 1.352
H 1.191 -1.385 -1.630
H -1.319 1.172 -0.848
H 0.967 -1.302 0.868
H -1.632 -0.318 0.698
H 0.455 1.348 1.012
```

---

- net charge of number 4 (C2H6N2O)?
  0

---

- Among the records above, which one has the highest relative energy (zero: lowest compared OMol25 entry of this formula, charge and spin)?
  number 8

---

- relative energy (zero: lowest compared OMol25 entry of this formula, charge and spin) of number 6 (C2H6N2O2)?
  30.40 kcal per mole